A 10-piece molecular cluster, C54H120F9N7O20 overall. Source: the OMol25 dataset; level of theory: wB97M-V/def2-TZVPD.

Each atom is followed by the atoms it is bonded to, with distances in Å.
CARTESIAN COORDINATES (ANGSTROEM)
1 C 1.0997 3.2539 7.1130  C2 1.562, H10 1.121, H11 1.119, H12 1.087
2 C 0.9078 2.0731 6.1090  C1 1.562, O3 1.418, H13 1.093, H14 1.080
3 O 1.6143 0.9164 6.5255  C2 1.418, C4 1.315
4 C 1.6773 -0.1165 5.7142  O3 1.315, O5 1.205, C6 1.589
5 O 1.1032 -0.4050 4.6949  C4 1.205
6 C 2.6703 -1.2154 6.2888  C4 1.589, F7 1.360, F8 1.317, F9 1.335
7 F 2.2587 -1.3724 7.5753  C6 1.360
8 F 2.6657 -2.3888 5.6910  C6 1.317
9 F 3.9264 -0.7635 6.2828  C6 1.335
10 H 0.5428 3.2041 8.0850  C1 1.121
11 H 0.6579 4.0851 6.5083  C1 1.119
12 H 2.1839 3.3314 7.1440  C1 1.087
13 H 1.3518 2.4322 5.1772  C2 1.093
14 H -0.0746 1.6987 5.8601  C2 1.080
15 C -1.1981 -3.8030 -0.4548  C16 1.513, H24 1.119, H25 1.075, H26 1.088
16 C -1.6180 -5.0183 -1.2531  C15 1.513, O17 1.458, H27 1.058, H28 1.147
17 O -2.9042 -4.9208 -1.9318  C16 1.458, C18 1.287
18 C -3.0798 -4.1935 -2.9785  O17 1.287, O19 1.192, C20 1.560
19 O -2.2663 -3.6075 -3.6227  C18 1.192
20 C -4.6001 -4.1438 -3.3260  C18 1.560, F21 1.346, F22 1.409, F23 1.321
21 F -4.8545 -2.9596 -3.9126  C20 1.346
22 F -4.8931 -5.1811 -4.2328  C20 1.409
23 F -5.4280 -4.2488 -2.3024  C20 1.321
24 H -2.0048 -3.4203 0.2200  C15 1.119
25 H -0.9494 -2.9878 -1.1098  C15 1.075
26 H -0.2511 -4.0534 0.0199  C15 1.088
27 H -1.5992 -5.9248 -0.7088  C16 1.058
28 H -0.8803 -5.1402 -2.1224  C16 1.147
29 C 0.8032 1.8641 1.6576  C30 1.564, H38 1.101, H39 1.070, H40 1.076
30 C 0.3693 0.3619 1.6285  C29 1.564, O31 1.457, H41 1.150, H42 1.120
31 O -0.1084 -0.0075 0.3025  C30 1.457, C32 1.294
32 C -1.2705 0.4563 -0.0270  O31 1.294, O33 1.204, C34 1.518
33 O -2.0000 1.0846 0.6965  C32 1.204
34 C -1.7626 0.1368 -1.4275  C32 1.518, F35 1.326, F36 1.287, F37 1.320
35 F -0.8137 -0.3826 -2.1943  C34 1.326
36 F -2.6906 -0.7539 -1.4605  C34 1.287
37 F -2.2764 1.1827 -2.0481  C34 1.320
38 H 1.2741 2.1236 0.6968  C29 1.101
39 H 1.5094 2.0273 2.4443  C29 1.070
40 H -0.0522 2.4922 1.8362  C29 1.076
41 H -0.4765 0.2623 2.4014  C30 1.150
42 H 1.2578 -0.2981 1.7994  C30 1.120
43 C 3.4644 -0.1853 -6.6445  O44 1.385, H52 1.103, H53 1.071, H54 1.100
44 O 2.3733 0.5291 -6.1788  C43 1.385, C45 1.417
45 C 2.8412 1.6584 -5.4628  O44 1.417, C46 1.530, H55 1.078, H56 1.126
46 C 1.6824 2.3745 -4.7653  C45 1.530, N47 1.395, H57 1.147, H58 1.075
47 N 0.8473 2.8937 -5.7554  C46 1.395, C48 1.486, H59 1.019
48 C -0.3324 3.5989 -5.1904  N47 1.486, C49 1.509, H60 1.088, H61 1.087
49 C -0.9020 4.5401 -6.2239  C48 1.509, O50 1.398, H62 1.129, H63 1.170
50 O -1.6999 5.5214 -5.6277  C49 1.398, C51 1.343
51 C -2.0267 6.5547 -6.4217  O50 1.343, H64 1.090, H65 1.072, H66 1.078
52 H 3.2609 -0.8205 -7.5229  C43 1.103
53 H 3.8110 -0.8229 -5.8568  C43 1.071
54 H 4.2663 0.5438 -6.8331  C43 1.100
55 H 3.3504 2.3442 -6.1200  C45 1.078
56 H 3.6056 1.4030 -4.6764  C45 1.126
57 H 2.1503 3.2395 -4.1749  C46 1.147
58 H 1.2687 1.7573 -3.9886  C46 1.075
59 H 0.5731 2.0817 -6.3058  N47 1.019
60 H 0.0477 4.0764 -4.2894  C48 1.088
61 H -1.1360 2.9273 -4.8989  C48 1.087
62 H -1.5369 3.9500 -6.9479  C49 1.129
63 H -0.0533 5.0684 -6.8311  C49 1.170
64 H -2.3051 7.3237 -5.7016  C51 1.090
65 H -2.8779 6.4003 -7.0547  C51 1.072
66 H -1.2027 6.8943 -7.0282  C51 1.078
67 C 2.9358 6.6784 -0.3916  O68 1.440, H76 1.103, H77 1.106, H78 1.058
68 O 2.8110 5.9955 0.8704  C67 1.440, C69 1.410
69 C 3.1198 6.7682 2.0083  O68 1.410, C70 1.513, H79 1.071, H80 1.164
70 C 2.8996 5.9314 3.2501  C69 1.513, N71 1.442, H81 1.064, H82 1.051
71 N 3.4278 4.5920 3.1679  C70 1.442, C72 1.444, H83 1.076
72 C 3.7737 4.0592 4.4644  N71 1.444, C73 1.560, H84 1.111, H85 1.128
73 C 4.3269 2.6013 4.4168  C72 1.560, O74 1.435, H86 1.062, H87 1.099
74 O 3.3206 1.6163 4.1427  C73 1.435, C75 1.442
75 C 3.7466 0.7572 3.0663  O74 1.442, H88 1.136, H89 1.103, H90 1.068
76 H 2.3080 7.5827 -0.3182  C67 1.103
77 H 2.4736 6.0703 -1.1917  C67 1.106
78 H 3.9531 6.8842 -0.5950  C67 1.058
79 H 2.6005 7.7018 2.0872  C69 1.071
80 H 4.2541 7.0273 2.0066  C69 1.164
81 H 1.8902 6.0011 3.5806  C70 1.064
82 H 3.5177 6.4100 3.9530  C70 1.051
83 H 2.7679 3.9485 2.6117  N71 1.076
84 H 2.9348 4.0916 5.1915  C72 1.111
85 H 4.5944 4.7031 4.8923  C72 1.128
86 H 4.7947 2.4480 5.3576  C73 1.062
87 H 5.0643 2.6271 3.6027  C73 1.099
88 H 3.7787 1.3156 2.0774  C75 1.136
89 H 3.0822 -0.1193 3.1447  C75 1.103
90 H 4.7435 0.3874 3.1679  C75 1.068
91 C -4.2406 -0.9621 1.8712  O92 1.476, H100 1.068, H101 1.071, H102 1.059
92 O -5.0161 -0.9685 0.6152  C91 1.476, C93 1.442
93 C -5.2130 0.4185 0.2737  O92 1.442, C94 1.508, H103 1.068, H104 1.039
94 C -6.1022 0.4370 -0.9440  C93 1.508, N95 1.462, H105 1.092, H106 1.143
95 N -7.4764 -0.0506 -0.8403  C94 1.462, C96 1.452, H107 1.011
96 C -8.4124 0.8371 -0.1741  N95 1.452, C97 1.501, H108 1.090, H109 1.034
97 C -9.8329 0.3522 -0.2088  C96 1.501, O98 1.404, H110 1.076, H111 1.112
98 O -9.7261 -0.8957 0.4264  C97 1.404, C99 1.389
99 C -10.9250 -1.5829 0.5686  O98 1.389, H112 1.099, H113 1.044, H114 1.084
100 H -4.6757 -0.3224 2.6072  C91 1.068
101 H -3.2457 -0.6479 1.6308  C91 1.071
102 H -4.2781 -1.9559 2.2358  C91 1.059
103 H -4.2738 0.8981 0.1040  C93 1.068
104 H -5.5942 0.9283 1.0954  C93 1.039
105 H -5.5692 -0.3019 -1.5454  C94 1.092
106 H -6.0722 1.4747 -1.4233  C94 1.143
107 H -7.4817 -0.9962 -0.4821  N95 1.011
108 H -8.3930 1.8354 -0.6117  C96 1.090
109 H -8.1253 1.0260 0.8008  C96 1.034
110 H -10.1922 0.2440 -1.2168  C97 1.076
111 H -10.5159 0.9525 0.4318  C97 1.112
112 H -11.7778 -0.9672 0.8890  C99 1.099
113 H -10.8810 -2.2874 1.3379  C99 1.044
114 H -11.1888 -2.0888 -0.3533  C99 1.084
115 C -1.8636 4.3963 0.9475  O116 1.444, H124 1.080, H125 1.104, H126 1.109
116 O -1.7701 4.4795 2.3865  C115 1.444, C117 1.417
117 C -3.0197 4.4387 3.0538  O116 1.417, C118 1.537, H127 1.096, H128 1.081
118 C -2.7291 4.2551 4.5522  C117 1.537, N119 1.495, H129 1.092, H130 1.060
119 N -2.3831 2.8568 4.9523  C118 1.495, C120 1.444, H131 1.062
120 C -3.4936 1.9582 5.1599  N119 1.444, C121 1.543, H132 1.149, H133 1.079
121 C -3.1351 0.8295 6.1484  C120 1.543, O122 1.387, H134 1.104, H135 1.083
122 O -2.0916 0.0724 5.6382  C121 1.387, C123 1.391
123 C -2.2561 -1.2988 5.4742  O122 1.391, H136 1.110, H137 1.107, H138 1.086
124 H -2.2617 3.4210 0.7081  C115 1.080
125 H -0.8063 4.3414 0.6345  C115 1.104
126 H -2.3915 5.2306 0.4431  C115 1.109
127 H -3.6609 3.6480 2.6475  C117 1.096
128 H -3.6067 5.3303 2.8817  C117 1.081
129 H -3.5730 4.6327 5.1335  C118 1.092
130 H -1.8992 4.8852 4.7446  C118 1.060
131 H -1.6648 2.4308 4.2962  N119 1.062
132 H -3.9339 1.5415 4.1840  C120 1.149
133 H -4.3192 2.4504 5.6508  C120 1.079
134 H -4.0254 0.2256 6.3956  C121 1.104
135 H -2.6884 1.2309 7.0496  C121 1.083
136 H -1.2792 -1.7045 5.1387  C123 1.110
137 H -3.1020 -1.5637 4.8108  C123 1.107
138 H -2.4062 -1.7738 6.4394  C123 1.086
139 C 2.6864 -2.1721 0.1129  O140 1.445, H148 1.108, H149 1.067, H150 1.114
140 O 1.8892 -2.9262 1.0523  C139 1.445, C141 1.359
141 C 2.6275 -3.7925 1.7951  O140 1.359, C142 1.552, H151 1.100, H152 1.097
142 C 1.7845 -4.0617 3.0703  C141 1.552, N143 1.459, H153 1.160, H154 1.085
143 N 0.3944 -4.4740 2.9114  C142 1.459, C144 1.444, H155 1.004
144 C -0.3392 -4.1410 4.1100  N143 1.444, C145 1.480, H156 1.110, H157 1.083
145 C -1.6771 -4.7745 4.0970  C144 1.480, O146 1.406, H158 1.078, H159 1.142
146 O -2.3240 -4.4439 2.8931  C145 1.406, C147 1.349
147 C -3.5392 -5.0171 2.7720  O146 1.349, H160 1.102, H161 1.122, H162 1.142
148 H 2.0114 -1.4721 -0.4185  C139 1.108
149 H 3.1781 -2.7934 -0.6025  C139 1.067
150 H 3.4893 -1.6164 0.6483  C139 1.114
151 H 3.5937 -3.3553 2.0874  C141 1.100
152 H 2.8148 -4.6756 1.1718  C141 1.097
153 H 1.8003 -2.9978 3.5335  C142 1.160
154 H 2.4046 -4.7106 3.6795  C142 1.085
155 H -0.0440 -4.2376 2.0391  N143 1.004
156 H -0.3947 -3.0687 4.3895  C144 1.110
157 H 0.2214 -4.5158 4.9580  C144 1.083
158 H -2.3335 -4.5475 4.9215  C145 1.078
159 H -1.5667 -5.9108 4.1064  C145 1.142
160 H -3.8244 -4.9796 1.7078  C147 1.102
161 H -4.3578 -4.4470 3.2855  C147 1.122
162 H -3.4042 -6.1282 3.0000  C147 1.142
163 C 5.3515 3.7108 -2.6370  O164 1.444, H172 1.093, H173 1.110, H174 1.082
164 O 4.1377 2.9476 -2.4683  C163 1.444, C165 1.410
165 C 4.0761 2.2395 -1.2503  O164 1.410, C166 1.506, H175 1.097, H176 1.138
166 C 5.0735 1.1209 -1.1036  C165 1.506, N167 1.459, H177 1.073, H178 1.139
167 N 4.7887 -0.0642 -1.9047  C166 1.459, C168 1.471, H179 1.019
168 C 5.8315 -1.0957 -1.7918  N167 1.471, C169 1.519, H180 1.124, H181 1.149
169 C 5.7446 -2.3320 -2.6707  C168 1.519, O170 1.463, H182 1.102, H183 1.171
170 O 5.6214 -1.9344 -4.0735  C169 1.463, C171 1.421
171 C 5.5435 -3.0913 -4.8956  O170 1.421, H184 1.072, H185 1.121, H186 1.138
172 H 6.2773 3.1320 -2.6851  C163 1.093
173 H 5.5218 4.3515 -1.7463  C163 1.110
174 H 5.2452 4.3184 -3.5263  C163 1.082
175 H 3.0553 1.8540 -1.1405  C165 1.097
176 H 4.1500 2.9900 -0.3978  C165 1.138
177 H 5.0462 0.8982 -0.0538  C166 1.073
178 H 6.1474 1.4689 -1.2568  C166 1.139
179 H 4.5375 0.2283 -2.8478  N167 1.019
180 H 5.8114 -1.4488 -0.7245  C168 1.124
181 H 6.8562 -0.6172 -1.9934  C168 1.149
182 H 4.9217 -3.0454 -2.5051  C169 1.102
183 H 6.7750 -2.8501 -2.4703  C169 1.171
184 H 6.4069 -3.7271 -4.8926  C171 1.072
185 H 5.3542 -2.6643 -5.9148  C171 1.121
186 H 4.6813 -3.7569 -4.5675  C171 1.138
187 C -0.1701 -1.2831 -6.4893  O188 1.407, H196 1.063, H197 1.089, H198 1.073
188 O 0.8313 -2.1990 -6.1175  C187 1.407, C189 1.394
189 C 0.8363 -2.5234 -4.7621  O188 1.394, C190 1.541, H199 1.045, H200 1.119
190 C 1.8805 -3.6398 -4.5694  C189 1.541, N191 1.450, H201 1.074, H202 1.118
191 N 2.2526 -3.6740 -3.1689  C190 1.450, C192 1.500, H203 0.988
192 C 2.8100 -4.9472 -2.6040  N191 1.500, C193 1.559, H204 1.134, H205 1.123
193 C 2.1942 -6.2675 -3.1592  C192 1.559, O194 1.426, H206 1.136, H207 1.074
194 O 0.7850 -6.2538 -2.9383  C193 1.426, C195 1.419
195 C 0.2436 -7.5026 -3.3380  O194 1.419, H208 1.061, H209 1.082, H210 1.120
196 H -1.1677 -1.6051 -6.3147  C187 1.063
197 H -0.0076 -1.3195 -7.5659  C187 1.089
198 H -0.0299 -0.3016 -6.0780  C187 1.073
199 H -0.1221 -2.8511 -4.5047  C189 1.045
200 H 1.0574 -1.6784 -4.0633  C189 1.119
201 H 2.7486 -3.3814 -5.1459  C190 1.074
202 H 1.5209 -4.5981 -5.0198  C190 1.118
203 H 1.4589 -3.5339 -2.5967  N191 0.988
204 H 2.7110 -4.9320 -1.4740  C192 1.134
205 H 3.8862 -5.0346 -2.9122  C192 1.123
206 H 2.6555 -7.1168 -2.5614  C193 1.136
207 H 2.4624 -6.4768 -4.1778  C193 1.074
208 H 0.7537 -8.2630 -2.8012  C195 1.061
209 H 0.3456 -7.6696 -4.4026  C195 1.082
210 H -0.8229 -7.6229 -3.0194  C195 1.120

Calculated values
LUMO in eV: 0.57
Calculated total energy in eV: -133769.964
Kohn-Sham gap in eV: 8.7
SMILES: CCOC(=O)C(F)(F)F.CCOC(=O)C(F)(F)F.CCOC(=O)C(F)(F)F.COCCNCCOC.COCCNCCOC.COCCNCCOC.COCCNCCOC.COCCNCCOC.COCCNCCOC.COCCNCCOC
HOMO level in eV: -8.2